(1)
This record from OMol25 describes 2 unconnected molecules or ions with the total composition C4H14N2O. The level of theory is the ωB97M-V functional and the def2-TZVPD basis.

The geometry in XYZ format:
```
21
Properties=species:S:1:pos:R:3:forces:R:3:lowdin_spin:R:1
N -1.450 -1.922 0.260 0.14 -0.33 -0.17 0.060
C -0.088 -1.818 0.802 -0.53 1.42 -0.37 0.052
C 0.500 -0.410 0.574 -0.46 -0.59 0.66 0.059
N 0.401 -0.026 -0.799 0.60 0.33 -0.96 0.006
C 0.812 1.341 -1.092 -0.24 -0.32 -0.57 0.054
C 1.778 1.419 -2.264 -0.28 0.15 -0.69 0.008
H -1.613 -2.876 -0.040 -0.15 -0.04 -0.01 0.019
H -2.155 -1.705 0.962 0.10 0.19 -0.04 0.076
H -0.093 -1.967 1.881 0.37 -0.48 0.07 0.021
H 0.570 -2.472 0.228 -0.10 -0.38 0.38 0.002
H 1.537 -0.535 0.885 0.44 0.35 -0.15 0.005
H 0.064 0.338 1.249 -0.20 -0.20 0.08 0.038
H -0.515 -0.188 -1.187 -0.27 -0.30 0.43 0.018
H 1.253 1.783 -0.223 0.32 0.25 0.67 0.013
H -0.054 1.953 -1.352 -0.11 0.14 0.19 0.034
H 2.525 0.626 -2.241 0.09 0.10 0.14 0.000
H 1.211 1.307 -3.200 0.14 -0.20 0.12 0.002
H 2.246 2.405 -2.347 0.14 -0.07 0.19 0.003
H -1.756 1.447 2.378 -0.31 0.01 -0.29 0.104
H -2.980 0.471 2.538 0.04 0.20 -0.28 0.125
O -2.193 0.829 2.989 0.24 -0.23 0.61 0.299
```
Forces are in eV/Å.

total charge: -1
spin multiplicity: 2
total energy: -9401.143 eV
LUMO level (spin up / spin down): 3.771 / 3.674 eV
F_max: 1.564 eV Å⁻¹
HOMO energy (spin up / spin down): 0.0403 / -0.1900 Eh
HOMO-LUMO gap (spin up / spin down): 2.7 / 8.8 eV

(2)
This record from OMol25 describes 2 unconnected molecules or ions with the total composition C4H14N2O. The level of theory is the ωB97M-V functional and the def2-TZVPD basis.

The geometry in XYZ format:
```
21
Properties=species:S:1:pos:R:3:forces:R:3:lowdin_charge:R:1
C 1.656 -3.036 0.170 0.99 0.38 -1.09 -0.103
C 0.385 -2.180 -0.062 1.88 -1.06 0.36 -0.317
N 0.367 -1.006 0.794 -1.26 1.68 -0.25 -0.084
C -0.958 -0.337 0.530 0.05 -1.32 1.32 -0.262
C -1.274 0.914 1.349 0.43 -0.68 -1.86 -0.250
N -0.199 1.898 0.944 -1.14 0.07 1.74 -0.006
H 2.396 -2.471 0.717 0.27 0.35 0.21 0.053
H 2.147 -3.276 -0.809 -0.48 -0.11 0.85 0.076
H 1.517 -3.945 0.751 -0.31 -0.05 -0.17 0.060
H -0.367 -2.899 0.249 -0.92 0.62 -0.39 0.103
H 0.369 -1.937 -1.136 -0.60 -0.07 0.20 0.109
H 1.004 -0.275 0.468 0.50 -0.66 0.08 0.093
H -1.610 -1.151 0.869 -0.73 0.36 -0.74 0.107
H -1.012 -0.095 -0.532 -0.46 -0.16 -0.19 0.103
H -2.236 1.329 1.009 0.13 -0.38 0.04 0.102
H -1.451 0.608 2.377 0.80 0.56 0.42 0.104
H 0.164 2.271 1.826 0.23 0.13 -0.52 0.068
H -0.769 2.645 0.558 0.61 0.37 -0.04 0.053
O -0.093 3.175 -3.184 0.13 -0.27 0.33 -0.068
H -0.521 2.759 -2.420 0.22 0.14 -0.30 0.023
H 0.827 2.875 -3.139 -0.33 0.11 0.00 0.038
```
Forces are in eV/Å.

total energy: -9401.624 eV
LUMO level: 0.693 eV
F_max: 2.187 eV Å⁻¹
HOMO energy: -0.3337 Eh
SMILES: CCNCCN.O
HOMO-LUMO gap: 9.8 eV

(3)
This record from OMol25 describes 2 unconnected molecules or ions with the total composition C4H14N2O. The level of theory is the ωB97M-V functional and the def2-TZVPD basis.

The geometry in XYZ format:
```
21
Properties=species:S:1:pos:R:3:forces:R:3:lowdin_charge:R:1
C 1.845 1.173 -1.711 -1.94 -2.23 1.94 -0.103
N 1.184 1.564 -0.418 0.71 0.52 -0.98 -0.107
C 0.128 0.711 0.141 -0.41 -0.29 -0.92 -0.394
C -0.937 0.198 -0.889 0.88 0.78 0.21 -0.044
C 0.781 -0.465 0.900 -0.30 1.22 1.10 -0.235
N -0.230 -1.261 1.610 0.77 1.40 -0.63 -0.014
H 1.337 0.208 -1.926 0.62 0.31 -0.37 0.053
H 1.531 1.797 -2.543 0.89 0.37 -0.02 0.078
H 2.872 0.854 -1.500 0.06 0.96 -0.72 0.075
H 0.947 2.546 -0.463 -0.27 -0.26 0.25 0.091
H -0.375 1.374 0.870 0.13 -0.63 -0.07 0.138
H -1.301 -0.802 -0.706 -0.34 -0.03 0.45 0.042
H -0.444 0.102 -1.845 -0.10 0.20 -0.46 0.044
H -1.748 0.922 -0.970 -0.12 -0.29 -0.09 0.081
H 1.488 -1.071 0.306 -0.40 0.32 0.05 0.119
H 1.341 0.104 1.655 0.39 -0.62 -0.10 0.110
H -0.118 -1.234 2.616 -0.08 -1.01 -0.51 0.085
H -0.484 -2.067 1.075 0.09 -0.72 0.93 0.060
O -3.034 -1.588 1.268 0.68 0.22 0.60 -0.092
H -2.406 -1.151 1.889 -0.74 -0.18 -0.52 0.026
H -2.377 -1.915 0.642 -0.54 -0.03 -0.17 -0.012
```
Forces are in eV/Å.

total energy: -9401.449 eV
LUMO level: 0.862 eV
F_max: 3.539 eV Å⁻¹
HOMO energy: -0.3174 Eh
SMILES: CN[C@@H](C)CN.O
HOMO-LUMO gap: 9.5 eV

(4)
This record from OMol25 describes 2 unconnected molecules or ions with the total composition C4H14N2O. The level of theory is the ωB97M-V functional and the def2-TZVPD basis.

The geometry in XYZ format:
```
21
Properties=species:S:1:pos:R:3:forces:R:3:lowdin_charge:R:1
N 0.810 -0.799 -2.265 0.81 -0.05 -0.22 -0.014
C 0.625 0.482 -1.560 -0.31 -0.44 -0.12 -0.291
C -0.835 0.678 -1.180 0.16 -0.01 0.15 -0.220
C -1.407 -0.450 -0.327 -0.16 0.63 1.21 -0.203
C -0.904 -0.420 1.141 1.74 0.76 -1.26 -0.288
N -1.441 0.702 1.858 -1.68 -0.07 0.84 -0.006
H 1.786 -0.836 -2.552 0.08 -0.26 0.37 0.061
H 0.368 -0.801 -3.175 -0.63 0.21 0.01 0.063
H 1.197 0.421 -0.631 0.29 0.17 -0.21 0.095
H 0.970 1.306 -2.194 0.03 0.24 0.39 0.104
H -1.387 0.785 -2.117 -0.30 0.14 0.16 0.106
H -0.924 1.587 -0.578 -0.03 0.27 -0.46 0.098
H -2.470 -0.254 -0.139 -0.15 -0.50 -0.83 0.106
H -1.164 -1.401 -0.790 -0.38 -0.19 0.08 0.095
H 0.189 -0.276 1.113 0.00 -0.79 0.06 0.078
H -1.134 -1.384 1.587 -0.12 0.16 0.40 0.111
H -1.506 1.615 1.480 0.24 0.35 -1.02 0.044
H -1.304 0.825 2.837 0.42 -0.64 0.45 0.056
O 2.435 -0.534 2.557 0.99 -0.10 -0.48 -0.072
H 2.957 -0.559 1.732 -0.63 0.05 0.32 0.042
H 3.138 -0.687 3.204 -0.35 0.04 0.17 0.035
```
Forces are in eV/Å.

total energy: -9402.135 eV
LUMO level: 0.721 eV
F_max: 2.285 eV Å⁻¹
HOMO energy: -0.3057 Eh
SMILES: NCCCCN.O
HOMO-LUMO gap: 9.0 eV

(5)
This record from OMol25 describes 2 unconnected molecules or ions with the total composition C4H14N2O. The level of theory is the ωB97M-V functional and the def2-TZVPD basis.

The geometry in XYZ format:
```
21
Properties=species:S:1:pos:R:3:forces:R:3:lowdin_charge:R:1
C -1.336 -1.171 0.517 0.28 0.39 0.57 -0.129
N 0.104 -1.023 0.414 -0.86 -0.47 -0.18 -0.149
C 0.638 0.223 -0.011 1.11 0.67 -0.66 -0.211
C 0.789 0.429 -1.596 0.31 -0.99 0.35 -0.409
C 2.202 0.936 -1.964 -0.75 -0.25 0.53 -0.067
N 0.531 -0.805 -2.328 -0.11 0.21 -0.60 0.012
H -1.769 -0.894 1.497 0.31 -0.25 0.08 0.066
H -1.829 -0.455 -0.139 0.01 -0.38 -0.55 0.077
H -1.576 -2.212 0.306 -0.50 0.12 -0.17 0.075
H 0.603 -1.567 1.096 0.19 0.39 -0.02 0.108
H 0.148 1.095 0.427 -0.27 0.13 0.09 0.107
H 1.672 0.267 0.319 0.05 -0.03 0.42 0.094
H 0.091 1.149 -1.997 -0.48 0.23 0.21 0.114
H 2.218 2.017 -2.016 0.02 0.25 -0.43 0.068
H 2.498 0.445 -2.890 0.18 0.38 -0.02 0.073
H 2.886 0.705 -1.160 0.48 -0.38 0.05 0.054
H -0.386 -1.160 -2.101 -0.02 -0.16 0.06 0.052
H 1.194 -1.545 -2.140 0.05 0.12 0.28 0.071
O -2.901 0.927 4.819 0.04 -0.40 0.95 -0.060
H -2.798 1.853 5.068 -0.07 -0.21 -0.70 0.038
H -2.981 0.785 3.878 0.04 0.61 -0.26 0.018
```
Forces are in eV/Å.

total energy: -9401.802 eV
LUMO level: 0.697 eV
F_max: 1.457 eV Å⁻¹
HOMO energy: -0.3116 Eh
SMILES: CNC[C@@H](C)N.O
HOMO-LUMO gap: 9.2 eV

(6)
This record from OMol25 describes 2 unconnected molecules or ions with the total composition C4H14N2O. The level of theory is the ωB97M-V functional and the def2-TZVPD basis.

The geometry in XYZ format:
```
21
Properties=species:S:1:pos:R:3:forces:R:3:lowdin_charge:R:1
C 0.377 2.774 -0.034 0.32 -0.35 -0.85 -0.113
C 1.308 1.685 -0.599 0.70 0.77 0.37 -0.257
C 0.840 0.267 -0.331 -0.63 -0.61 -1.15 -0.263
N 1.845 -0.599 0.268 -0.05 0.67 0.13 -0.077
C 1.395 -1.438 1.341 -0.15 -0.88 -0.06 -0.326
N 0.653 -2.635 0.936 0.18 0.50 -0.45 0.010
H -0.573 2.882 -0.564 0.04 -0.12 0.12 0.070
H 0.893 3.728 -0.058 -0.04 0.26 -0.03 0.062
H 0.214 2.511 0.999 -0.35 0.09 0.41 0.063
H 1.674 1.857 -1.619 -0.72 -0.05 -0.14 0.102
H 2.232 1.836 -0.052 0.29 -0.27 0.41 0.091
H 0.436 -0.174 -1.259 0.27 0.06 0.03 0.115
H -0.060 0.275 0.274 0.00 0.14 0.60 0.103
H 2.337 -1.118 -0.444 0.04 -0.15 0.11 0.106
H 2.273 -1.761 1.897 0.17 0.03 0.14 0.101
H 0.776 -0.857 2.018 -0.02 0.20 0.02 0.110
H -0.281 -2.792 1.272 0.19 -0.03 0.17 0.053
H 1.230 -3.448 0.840 -0.25 -0.27 0.16 0.050
O -5.546 -0.973 -1.829 -0.11 0.26 -0.54 -0.068
H -5.595 -1.353 -0.949 -0.37 0.06 0.03 0.026
H -6.427 -0.668 -2.106 0.48 -0.32 0.51 0.041
```
Forces are in eV/Å.

total energy: -9402.044 eV
LUMO level: 0.935 eV
F_max: 1.445 eV Å⁻¹
HOMO energy: -0.3152 Eh
SMILES: CCCNCN.O
HOMO-LUMO gap: 9.5 eV

(7)
This record from OMol25 describes 3 unconnected molecules or ions with the total composition C4H14N2O. The level of theory is the ωB97M-V functional and the def2-TZVPD basis.

The geometry in XYZ format:
```
21
Properties=species:S:1:pos:R:3:forces:R:3:lowdin_charge:R:1
C -2.068 -1.557 0.284 0.85 0.78 -0.53 -0.181
N -2.425 -0.463 -0.629 0.44 -0.11 0.97 -0.033
C 1.498 1.352 0.720 0.34 -1.37 0.04 -0.100
C 0.987 0.669 -0.547 -0.15 0.69 0.55 -0.214
C 1.979 -0.470 -0.950 1.01 0.38 0.10 -0.307
N 1.872 -1.496 -0.039 0.01 -0.24 -0.22 0.201
H -1.094 -1.956 -0.010 -0.03 -0.25 -0.27 0.045
H -1.835 -1.137 1.275 -0.57 -0.32 0.23 0.081
H -2.795 -2.361 0.269 -0.15 -0.01 0.32 0.065
H -1.983 0.423 -0.218 -0.20 0.22 -0.43 -0.017
H 0.748 2.030 1.121 -0.06 0.28 -0.27 0.065
H 2.497 1.776 0.592 -0.22 0.43 -0.09 0.077
H 0.919 1.426 -1.323 -0.23 -0.38 -0.46 0.118
H 0.047 0.186 -0.338 -0.32 0.21 -0.22 0.059
H 2.967 -0.020 -1.138 0.08 -0.44 0.18 0.117
H 1.631 -0.873 -1.927 -0.55 0.11 0.07 0.164
H 2.784 -1.817 0.317 -0.12 0.25 -0.11 0.078
H 1.645 0.541 1.437 -0.10 0.13 0.36 0.068
H -2.314 2.299 0.999 -0.23 -0.19 -0.12 -0.051
H -3.407 -0.265 -0.508 -0.44 -0.09 -0.29 0.057
O -1.654 1.713 0.613 0.63 -0.09 0.19 -0.293
```
Forces are in eV/Å.

total energy: -9394.998 eV
LUMO level: -4.302 eV
F_max: 1.413 eV Å⁻¹
HOMO energy: -0.2754 Eh
HOMO-LUMO gap: 3.2 eV

(8)
This record from OMol25 describes 2 unconnected molecules or ions with the total composition C4H14N2O. The level of theory is the ωB97M-V functional and the def2-TZVPD basis.

The geometry in XYZ format:
```
21
Properties=species:S:1:pos:R:3:forces:R:3:lowdin_charge:R:1
C -0.176 -0.378 1.634 -1.18 1.39 0.81 -0.089
C -0.237 -1.128 0.292 0.35 -1.02 1.13 -0.447
C -1.530 -1.984 0.334 0.20 0.65 0.08 -0.071
N -0.151 -0.216 -0.846 -1.11 -0.99 0.70 -0.048
C 1.107 -0.097 -1.510 1.07 1.32 -0.95 -0.324
N 1.175 1.122 -2.371 -0.30 -1.21 0.72 0.006
H -1.209 -0.015 1.799 0.13 -0.04 0.03 0.079
H 0.366 0.582 1.741 0.35 -0.82 -0.72 0.050
H 0.021 -0.948 2.546 0.21 -0.46 -0.40 0.074
H 0.548 -1.892 0.323 0.45 0.48 -0.63 0.130
H -1.436 -2.944 -0.169 -0.06 0.13 -0.35 0.067
H -2.343 -1.381 -0.077 -0.12 -0.27 -0.03 0.076
H -1.750 -2.194 1.381 -0.14 -0.10 -0.03 0.065
H -0.595 0.635 -0.522 0.53 0.39 -0.43 0.101
H 1.254 -0.930 -2.203 -0.01 -0.19 0.33 0.112
H 1.995 -0.015 -0.862 -0.24 -0.28 0.19 0.114
H 0.300 1.092 -2.876 -0.14 0.37 -0.37 0.058
H 1.118 1.905 -1.737 -0.02 0.41 -0.05 0.031
O 0.171 2.811 1.103 -0.97 -0.31 1.25 -0.035
H 0.527 2.988 0.256 0.78 0.43 -1.16 0.002
H 0.843 2.988 1.763 0.21 0.12 -0.12 0.049
```
Forces are in eV/Å.

total energy: -9401.940 eV
LUMO level: 0.617 eV
F_max: 1.995 eV Å⁻¹
HOMO energy: -0.3192 Eh
SMILES: CC(C)NCN.O
HOMO-LUMO gap: 9.3 eV

(9)
This record from OMol25 describes 2 unconnected molecules or ions with the total composition C4H14N2O. The level of theory is the ωB97M-V functional and the def2-TZVPD basis.

The geometry in XYZ format:
```
21
Properties=species:S:1:pos:R:3:forces:R:3:lowdin_charge:R:1
C -0.433 1.933 -1.758 -0.06 0.61 0.37 -0.075
C 0.029 1.020 -0.632 0.06 -0.15 -0.48 -0.477
C 0.405 1.773 0.639 -0.16 -0.55 0.13 -0.059
N -0.929 -0.073 -0.338 -0.24 0.39 -0.94 0.030
H -0.828 1.445 -2.651 0.13 -0.30 0.14 0.072
H -1.215 2.594 -1.372 -0.02 0.05 -0.12 0.081
H 0.409 2.559 -2.063 -0.11 0.06 -0.06 0.079
H 0.945 0.518 -0.961 -0.07 -0.09 -0.10 0.129
H -0.470 2.140 1.186 0.05 -0.02 -0.13 0.089
H 1.064 2.605 0.428 0.08 0.24 -0.20 0.077
H 0.946 1.078 1.281 -0.13 0.13 0.23 0.070
H -1.294 -0.453 -1.209 0.36 -0.11 -0.01 0.106
H -1.773 0.257 0.125 0.25 0.24 0.29 0.114
N 0.402 -3.147 0.394 -0.89 1.09 0.10 0.007
C 0.778 -1.951 1.157 1.96 -2.68 3.73 -0.406
O -0.240 -1.152 1.859 1.50 -0.43 -4.77 -0.185
H -0.292 -3.656 0.938 0.16 -0.04 -0.01 0.069
H -0.101 -2.819 -0.425 -0.02 -0.27 -0.23 0.043
H 1.320 -2.346 2.033 0.31 -0.11 -0.48 0.104
H 1.581 -1.474 0.575 -0.72 0.83 -0.13 0.109
H -0.305 -0.852 0.795 -2.43 1.11 2.68 0.022
```
Forces are in eV/Å.

total energy: -9401.263 eV
LUMO level: 0.779 eV
F_max: 5.020 eV Å⁻¹
HOMO energy: -0.3364 Eh
SMILES: CC(C)N.NCO
HOMO-LUMO gap: 9.9 eV

(10)
This record from OMol25 describes 2 unconnected molecules or ions with the total composition C4H14N2O. The level of theory is the ωB97M-V functional and the def2-TZVPD basis.

The geometry in XYZ format:
```
21
Properties=species:S:1:pos:R:3:forces:R:3:lowdin_charge:R:1
C -0.015 -1.578 2.428 0.85 1.17 -1.77 -0.111
N -0.721 -1.151 1.197 -0.21 -0.20 1.47 -0.153
C 0.158 -0.960 0.047 0.18 -0.13 0.89 -0.242
C 0.861 0.390 0.151 0.04 0.29 -0.24 -0.193
C 0.052 1.695 0.001 -0.72 -0.38 0.33 -0.269
N -1.400 1.480 0.172 0.49 0.00 -0.21 -0.016
H 0.798 -0.873 2.600 0.07 0.06 0.14 0.062
H 0.475 -2.531 2.223 -0.22 -0.43 0.72 0.076
H -0.667 -1.468 3.268 -0.40 -0.64 0.55 0.069
H -1.427 -1.866 1.087 -0.07 0.13 -0.79 0.100
H -0.442 -1.108 -0.831 0.00 0.20 -0.61 0.108
H 0.977 -1.697 0.078 -0.16 -0.21 -0.32 0.109
H 1.369 0.403 1.113 -0.10 0.02 0.22 0.086
H 1.686 0.411 -0.552 0.12 -0.07 -0.37 0.096
H 0.448 2.382 0.759 0.05 0.20 -0.26 0.096
H 0.169 2.143 -0.988 0.29 -0.01 0.02 0.088
H -1.554 0.825 0.931 -0.14 0.11 0.06 0.033
H -1.860 2.364 0.339 -0.09 -0.09 0.13 0.054
O 0.854 0.072 -3.394 0.08 -0.10 0.20 -0.055
H 0.911 1.029 -3.311 -0.07 -0.06 -0.13 0.030
H 0.640 -0.116 -4.312 -0.01 0.15 -0.03 0.033
```
Forces are in eV/Å.

total energy: -9402.001 eV
LUMO level: 0.857 eV
F_max: 2.285 eV Å⁻¹
HOMO energy: -0.3170 Eh
SMILES: CNCCCN.O
HOMO-LUMO gap: 9.5 eV